{
  "formula": "C5H10N2O",
  "method": "ωB97M-V with the def2-TZVPD basis set",
  "spin_multiplicity": 1,
  "energy_ha": -380.33689,
  "e_above_lowest_kcal_mol": 163.88,
  "homo_energy_ev": -17.938,
  "charge": 2,
  "e_lumo_ev": -12.13,
  "gap_ev": 5.81,
  "species": ["C", "C", "C", "C", "C", "N", "N", "O", "H", "H", "H", "H", "H", "H", "H", "H", "H", "H"],
  "xyz": [[0.16, -1.67, -0.83], [-0.29, -2.25, -1.98], [-0.65, -0.61, -0.36], [0.46, -3.38, -2.65], [0.38, 3.67, 2.63], [-0.32, 1.69, 1.58], [-1.42, 0.23, -0.14], [-0.31, 2.91, 1.73], [1.01, -1.81, -0.17], [-1.28, -2.01, -2.28], [1.38, -3.91, -2.17], [1.00, -2.93, -3.47], [-0.06, -4.24, -3.05], [1.03, 4.56, 2.32], [-0.35, 4.38, 2.95], [0.93, 3.10, 3.27], [-1.73, 1.14, 0.25], [0.07, 1.13, 2.36]]
}

{
  "formula": "C5H10N2O2",
  "method": "ωB97M-V with the def2-TZVPD basis set",
  "spin_multiplicity": 1,
  "energy_ha": -456.46903,
  "e_above_lowest_kcal_mol": 53.44,
  "homo_energy_ev": -8.091,
  "charge": 0,
  "e_lumo_ev": 0.74,
  "gap_ev": 8.83,
  "species": ["C", "C", "N", "N", "C", "C", "C", "O", "O", "H", "H", "H", "H", "H", "H", "H", "H", "H", "H"],
  "xyz": [[-2.72, 0.73, -0.55], [-1.55, 0.58, 0.05], [-1.45, -0.16, 1.41], [-0.32, 0.57, -0.54], [0.75, -0.25, -0.04], [1.06, -1.43, -0.95], [1.91, 0.61, 0.30], [1.92, 1.82, 0.28], [3.01, -0.10, 0.67], [-2.78, 0.96, -1.60], [-3.64, 0.67, 0.00], [-2.37, -0.38, 1.79], [-0.99, 0.42, 2.10], [-0.11, 1.26, -1.24], [0.10, -0.63, 1.03], [1.32, -1.10, -1.96], [1.92, -1.99, -0.56], [0.20, -2.09, -1.02], [3.73, 0.52, 0.84]]
}

{
  "formula": "C5H10N2O2",
  "method": "ωB97M-V with the def2-TZVPD basis set",
  "spin_multiplicity": 1,
  "energy_ha": -456.35526,
  "e_above_lowest_kcal_mol": 124.84,
  "homo_energy_ev": -7.532,
  "charge": 0,
  "e_lumo_ev": 0.75,
  "gap_ev": 8.28,
  "species": ["C", "C", "C", "C", "C", "N", "O", "O", "N", "H", "H", "H", "H", "H", "H", "H", "H", "H", "H"],
  "xyz": [[1.23, -0.26, 0.90], [-1.36, -1.24, 0.75], [-0.64, 0.82, -0.60], [0.18, 1.55, 0.16], [-0.55, -0.60, -0.36], [-0.33, -1.41, -1.43], [-1.54, 1.30, -1.54], [2.38, -0.01, 0.15], [0.93, 2.55, 0.22], [-1.21, 2.16, -1.85], [2.44, 0.95, 0.02], [-0.39, -2.41, -1.34], [0.23, -1.05, -2.19], [0.96, 2.99, 1.14], [1.22, 0.19, 1.90], [1.16, -1.34, 1.02], [-1.38, -0.58, 1.62], [-2.38, -1.39, 0.40], [-0.95, -2.21, 1.04]]
}

{
  "formula": "C5H10N2O2",
  "method": "ωB97M-V with the def2-TZVPD basis set",
  "spin_multiplicity": 1,
  "energy_ha": -456.07791,
  "e_above_lowest_kcal_mol": 298.88,
  "homo_energy_ev": -8.496,
  "charge": 0,
  "e_lumo_ev": -0.56,
  "gap_ev": 7.93,
  "species": ["C", "C", "C", "C", "C", "H", "H", "H", "H", "H", "H", "H", "H", "H", "H", "N", "N", "O", "O"],
  "xyz": [[1.02, -2.30, 1.24], [0.28, -1.19, 0.35], [0.70, 0.63, -1.08], [-0.49, 1.18, -1.89], [0.42, 1.77, 0.04], [0.40, -3.24, 1.36], [2.04, -2.57, 0.95], [0.93, -1.88, 2.39], [1.51, 0.82, -1.63], [-1.41, 0.97, -1.32], [-1.03, 1.22, -2.85], [-0.23, 1.36, 1.02], [1.27, 2.53, 0.34], [-2.87, -0.82, 1.45], [-0.71, -2.20, 2.49], [-0.60, -0.57, 0.93], [-1.51, -0.84, 1.99], [0.84, -0.78, -0.83], [-0.43, 2.41, -1.25]]
}

{
  "formula": "C5H10N2O2S",
  "method": "ωB97M-V with the def2-TZVPD basis set",
  "spin_multiplicity": 1,
  "energy_ha": -854.59227,
  "e_above_lowest_kcal_mol": 46.82,
  "homo_energy_ev": [-6.438, -6.439],
  "charge": 0,
  "e_lumo_ev": [0.33, 0.34],
  "gap_ev": [6.77, 6.77],
  "species": ["C", "C", "C", "C", "C", "N", "N", "O", "O", "S", "H", "H", "H", "H", "H", "H", "H", "H", "H", "H"],
  "xyz": [[-2.68, 1.17, -0.22], [-3.46, 0.02, -0.87], [-0.34, 0.22, -0.57], [0.87, 0.52, 1.45], [1.76, -0.82, -0.33], [-1.28, 1.06, -0.19], [0.81, 0.15, 0.11], [-3.26, 1.97, 0.47], [-1.62, -1.54, 0.15], [-3.18, -1.31, 0.40], [-4.54, 0.17, -0.83], [-3.29, -0.29, -1.91], [-0.50, -0.49, -1.45], [1.26, 1.52, 1.49], [-0.13, 0.51, 1.98], [1.61, -0.01, 2.06], [1.43, -1.29, -1.27], [2.83, -0.61, -0.23], [1.55, -1.76, 0.40], [-0.88, 1.75, 0.45]]
}

{
  "formula": "C5H10N2O3",
  "method": "ωB97M-V with the def2-TZVPD basis set",
  "spin_multiplicity": 1,
  "energy_ha": -531.74044,
  "e_above_lowest_kcal_mol": 40.52,
  "homo_energy_ev": -9.731,
  "charge": 0,
  "e_lumo_ev": 0.37,
  "gap_ev": 10.10,
  "species": ["C", "N", "C", "C", "O", "N", "C", "C", "O", "O", "H", "H", "H", "H", "H", "H", "H", "H", "H", "H"],
  "xyz": [[-1.23, -1.59, 0.67], [-0.68, -1.01, -0.55], [-1.25, 0.30, -0.98], [-0.84, 1.55, -0.31], [-1.43, 2.59, -0.40], [0.37, 1.51, 0.41], [1.24, 0.47, 0.91], [2.39, 0.30, -0.15], [3.43, 0.97, -0.27], [2.17, -0.71, -1.06], [-0.81, -2.61, 0.83], [-0.99, -0.97, 1.59], [-2.31, -1.55, 0.54], [-0.74, -1.63, -1.38], [-0.91, 0.38, -2.02], [-2.34, 0.32, -0.82], [0.43, 2.42, 0.86], [0.75, -0.49, 1.13], [1.56, 0.74, 1.89], [1.20, -0.97, -0.90]]
}

{
  "formula": "C5H10N2O3S",
  "method": "ωB97M-V with the def2-TZVPD basis set",
  "spin_multiplicity": 1,
  "energy_ha": -929.82802,
  "e_above_lowest_kcal_mol": 104.01,
  "homo_energy_ev": -9.293,
  "charge": 0,
  "e_lumo_ev": 0.17,
  "gap_ev": 9.46,
  "species": ["C", "C", "C", "C", "C", "N", "N", "O", "O", "O", "S", "H", "H", "H", "H", "H", "H", "H", "H", "H", "H"],
  "xyz": [[-1.61, 0.52, 1.11], [-0.58, -0.44, 0.57], [0.02, 0.13, -0.73], [1.13, -0.65, -1.49], [2.42, -0.65, -0.69], [3.43, -2.57, 0.36], [2.94, -1.70, -0.15], [4.49, 0.33, 0.56], [2.16, 1.10, 1.08], [3.28, 1.77, -1.00], [3.22, 0.73, -0.03], [-2.15, 0.14, 1.90], [-1.02, 1.53, 1.49], [-2.22, 0.81, 0.27], [-1.16, -1.32, 0.25], [0.12, -0.91, 1.31], [-0.87, 0.27, -1.43], [0.28, 1.20, -0.59], [0.60, -1.65, -1.53], [1.00, -0.33, -2.53], [2.23, 0.59, 1.90]]
}

{
  "formula": "C5H10N2O4",
  "method": "ωB97M-V with the def2-TZVPD basis set",
  "spin_multiplicity": 1,
  "energy_ha": -607.02056,
  "e_above_lowest_kcal_mol": 5.62,
  "homo_energy_ev": -9.748,
  "charge": 0,
  "e_lumo_ev": 0.41,
  "gap_ev": 10.15,
  "species": ["N", "C", "C", "O", "N", "C", "C", "O", "C", "O", "O", "H", "H", "H", "H", "H", "H", "H", "H", "H", "H"],
  "xyz": [[2.43, 1.56, 0.62], [1.99, 0.47, 1.45], [0.61, -0.08, 0.99], [0.11, -1.07, 1.50], [-0.09, 0.71, 0.11], [-1.02, 0.00, -0.77], [-0.44, -1.29, -1.40], [-1.20, -1.66, -2.53], [-2.36, -0.26, -0.07], [-3.05, -1.17, -0.48], [-2.71, 0.59, 0.91], [2.52, 2.41, 1.12], [3.34, 1.42, 0.24], [2.67, -0.41, 1.38], [1.84, 0.72, 2.50], [0.56, 1.33, -0.39], [-1.26, 0.63, -1.61], [-0.43, -2.12, -0.73], [0.59, -1.10, -1.72], [-2.08, -1.91, -2.22], [-2.03, 1.24, 1.10]]
}

{
  "formula": "C5H10N2S",
  "method": "ωB97M-V with the def2-TZVPD basis set",
  "spin_multiplicity": 1,
  "energy_ha": -704.20912,
  "e_above_lowest_kcal_mol": 9.21,
  "homo_energy_ev": -8.778,
  "charge": 0,
  "e_lumo_ev": 0.78,
  "gap_ev": 9.56,
  "species": ["C", "C", "S", "C", "N", "C", "C", "N", "H", "H", "H", "H", "H", "H", "H", "H", "H", "H"],
  "xyz": [[-0.92, -1.45, -1.51], [0.07, -0.33, -1.21], [1.80, -0.92, -1.22], [-0.30, 0.37, 0.07], [-1.09, 1.39, 0.08], [-1.35, 1.71, 1.49], [-0.30, 0.89, 2.28], [0.06, -0.14, 1.31], [-0.88, -2.21, -0.71], [-1.93, -1.04, -1.59], [-0.70, -1.94, -2.52], [0.01, 0.45, -2.00], [1.53, -2.16, -0.67], [-1.26, 2.78, 1.65], [-2.36, 1.40, 1.74], [0.56, 1.50, 2.55], [-0.69, 0.45, 3.23], [1.01, -0.48, 1.35]]
}

{
  "formula": "C5H10N2S",
  "method": "ωB97M-V with the def2-TZVPD basis set",
  "spin_multiplicity": 1,
  "energy_ha": -704.05434,
  "e_above_lowest_kcal_mol": 106.34,
  "homo_energy_ev": -8.057,
  "charge": 0,
  "e_lumo_ev": 0.66,
  "gap_ev": 8.71,
  "species": ["S", "C", "C", "C", "N", "C", "C", "N", "H", "H", "H", "H", "H", "H", "H", "H", "H", "H"],
  "xyz": [[2.19, -0.08, -0.08], [0.57, -1.05, 0.00], [-0.58, -0.73, -0.87], [-0.64, 0.81, -1.34], [-0.15, 1.65, -0.19], [0.02, 1.10, 1.15], [-0.30, -0.32, 1.15], [-1.44, -0.91, 0.36], [2.93, -1.22, -0.78], [0.82, -2.03, 0.22], [-0.80, -1.48, -1.73], [-0.04, 0.68, -2.32], [-1.68, 0.92, -1.40], [0.64, 2.43, -0.58], [1.01, 1.35, 1.73], [-0.64, 1.65, 2.02], [-0.31, -0.84, 2.05], [-1.59, -1.92, 0.62]]
}

{
  "formula": "C5H10N2S",
  "method": "ωB97M-V with the def2-TZVPD basis set",
  "spin_multiplicity": 1,
  "energy_ha": -704.08014,
  "e_above_lowest_kcal_mol": 90.15,
  "homo_energy_ev": -8.251,
  "charge": 0,
  "e_lumo_ev": 0.42,
  "gap_ev": 8.67,
  "species": ["C", "N", "N", "C", "C", "C", "C", "S", "H", "H", "H", "H", "H", "H", "H", "H", "H", "H"],
  "xyz": [[-0.56, 2.25, -0.27], [0.52, 1.61, -0.01], [0.38, 0.29, -0.33], [1.85, -0.07, -0.49], [2.54, -0.38, 0.85], [-0.66, -0.58, -0.22], [-0.14, -2.11, -0.50], [-2.17, -0.26, 0.42], [-0.28, 3.25, -0.04], [-1.47, 1.83, -0.73], [2.06, -0.90, -1.20], [2.30, 0.79, -0.93], [2.28, -1.39, 1.43], [3.60, -0.41, 0.72], [2.10, 0.55, 1.53], [-1.00, -2.74, 0.07], [0.80, -2.31, 0.16], [-0.21, -2.49, -1.61]]
}

{
  "formula": "C5H10N3",
  "method": "ωB97M-V with the def2-TZVPD basis set",
  "spin_multiplicity": 1,
  "energy_ha": -360.46328,
  "e_above_lowest_kcal_mol": 70.17,
  "homo_energy_ev": -13.011,
  "charge": 1,
  "e_lumo_ev": -4.42,
  "gap_ev": 8.59,
  "species": ["H", "N", "C", "C", "C", "N", "C", "C", "N", "H", "H", "H", "H", "H", "H", "H", "H", "H"],
  "xyz": [[-2.31, 2.21, -1.18], [-1.57, 1.48, -1.08], [-1.57, 0.69, -0.04], [-0.70, -0.47, -0.08], [0.18, -0.64, -1.29], [0.44, 0.30, -2.15], [0.56, -0.39, 0.99], [1.09, -1.56, 1.41], [1.00, 0.90, 1.32], [-1.95, 0.91, 0.98], [-1.31, -1.34, 0.20], [0.69, -1.61, -1.39], [0.99, 0.04, -2.93], [0.06, 1.20, -1.92], [1.86, -1.64, 2.30], [0.70, -2.46, 1.12], [1.55, 0.89, 2.13], [0.30, 1.47, 1.63]]
}

{
  "formula": "C5H10N3",
  "method": "ωB97M-V with the def2-TZVPD basis set",
  "spin_multiplicity": 1,
  "energy_ha": -360.38612,
  "e_above_lowest_kcal_mol": 118.59,
  "homo_energy_ev": -12.609,
  "charge": 1,
  "e_lumo_ev": -4.00,
  "gap_ev": 8.61,
  "species": ["C", "C", "C", "C", "C", "N", "N", "N", "H", "H", "H", "H", "H", "H", "H", "H", "H", "H"],
  "xyz": [[0.42, -0.96, -0.10], [1.80, -1.44, -0.01], [0.13, 0.98, -1.24], [-1.65, -2.16, 0.49], [-0.70, 2.24, 0.64], [-0.58, -1.59, 0.14], [2.58, -0.70, 0.66], [-0.82, 1.57, -0.66], [2.05, -2.28, -0.72], [1.14, 1.22, -1.02], [-0.04, 0.53, -2.16], [-2.04, -2.98, -0.12], [-2.28, -2.18, 1.39], [0.27, 1.77, 1.06], [-0.51, 3.41, 0.59], [-1.54, 1.94, 1.39], [3.51, -1.04, 0.78], [-1.72, 1.65, -1.10]]
}